[1]
Molecular formula: C22H22N2O7S
Method: DFT, wB97M-V/def2-TZVPD

Geometry as XYZ:
```
54
C22H22N2O7S | the Open Molecules 2025 dataset | wB97M-V/def2-TZVPD
S 3.7016 -0.9583 -0.6822
O 0.7136 0.4731 0.6287
O 4.5628 -1.2042 0.4380
O -3.7865 -0.8871 -0.8305
O 4.1734 -1.2295 -2.0061
O -4.2812 0.6155 0.8455
O -1.3483 -3.8866 0.2101
O 1.7213 2.8757 -1.6345
N 3.3264 0.6562 -0.6377
N 0.5808 3.5077 0.2014
C -0.6577 3.7589 -0.5175
C -2.3472 -3.9935 -0.7823
C 0.3519 -0.2258 2.7088
C -1.2046 1.6044 -1.6593
C 1.8543 0.6636 1.3298
C -0.2153 -3.1998 -0.0720
C 3.0498 1.2567 0.6431
C 1.9494 -2.5288 0.7442
C -1.4966 2.5125 -0.6521
C 1.2206 -1.8421 -1.4398
C 0.7601 -3.1994 0.9313
C -0.1824 -0.0715 1.4698
C -1.9229 0.4232 -1.8136
C -3.2376 1.0963 0.0984
C 2.1692 -1.8478 -0.4391
C 1.6812 3.0494 -0.4323
C 2.8781 2.7801 0.4640
C 1.6823 0.2523 2.6189
C -4.6350 -0.6212 0.2672
C -2.5308 2.2633 0.2542
C -2.9376 0.1893 -0.9184
C 0.0261 -2.5199 -1.2646
H -1.2061 4.5416 0.0101
H 1.4298 -1.3169 -2.3583
H -1.1467 -0.3019 1.0676
H -0.3713 4.1161 -1.5097
H 2.7660 3.2537 1.4390
H -3.1201 -4.6264 -0.3490
H -1.6993 -0.2723 -2.6038
H 0.5568 -3.7377 1.8430
H 2.4138 0.2792 3.3995
H 2.7210 -2.5202 1.4973
H -0.1305 -0.6301 3.5742
H -1.9592 -4.4688 -1.6878
H -0.7059 -2.5179 -2.0555
H 3.7695 3.1630 -0.0329
H 0.5358 3.4719 1.2070
H 3.9241 1.0534 1.2718
H -2.7761 -3.0187 -1.0316
H -4.5284 -1.4227 1.0155
H -2.7745 2.9556 1.0432
H -0.3931 1.8212 -2.3351
H -5.6805 -0.5826 -0.0775
H 2.7557 0.9977 -1.3985
```

Results
E_HOMO ... -0.310 Eh
ΔE to the lowest compared entry with this formula, charge and spin ... 1.1081 eV
Gap between HOMO and LUMO ... 8.96 eV

=====

[2]
Molecular formula: C34H27ClIMnN3O2P2S
Method: DFT, wB97M-V/def2-TZVPD

Geometry as XYZ:
```
72
C34H27ClIMnN3O2P2S | the Open Molecules 2025 dataset | wB97M-V/def2-TZVPD
I 3.4088 -1.7247 -4.4547
Mn -0.1595 -0.4393 -1.1375
Cl -0.7882 0.1796 -7.6799
S 1.1189 2.6424 -1.9639
P 1.2606 -0.8064 0.7790
P -1.1399 0.4142 0.9346
O 0.9266 -1.3286 -2.3068
O 2.1021 3.3255 -1.1583
N -1.5669 -0.4589 -2.6378
N 0.5616 1.3974 -1.3045
N 0.2359 -0.0749 1.8720
C 2.9700 -2.9027 1.4824
C 3.3476 0.8071 1.6577
C -4.1411 -0.3044 3.6080
C -4.6993 -1.4878 3.1322
C -1.2030 -0.1018 -5.0203
C 5.2430 1.3817 0.3153
C 1.6445 -2.3988 1.5056
C -3.0487 -1.5096 1.3932
C 3.4654 0.0057 -0.6364
C 2.1818 -4.9047 2.5323
C -1.8031 4.9179 0.6168
C -3.2925 0.4495 -3.9925
C -2.7896 -0.0049 -2.7528
C 2.8125 0.0345 0.6052
C -2.5080 0.4317 -5.1083
C -2.8546 4.0488 0.4750
C 4.5631 1.4779 1.5249
C -0.2737 -0.1973 -6.0812
C -0.3223 3.0793 1.1719
C 0.8853 -4.4365 2.5295
C -2.5539 -0.2904 1.7771
C -4.1121 -2.0960 2.0247
C 0.4731 0.2642 3.2970
C 0.9931 -0.6852 -5.9111
C 0.6182 -3.1817 1.9919
C 3.2165 -4.1333 1.9991
C -3.0955 0.3099 2.9307
C 1.4672 -1.0392 -4.6206
C -2.6474 2.6752 0.6681
C -0.7648 -0.5033 -3.7873
C 0.6197 -0.9790 -3.5336
C -0.5418 4.4237 0.9411
C -1.3694 2.2006 1.0415
C 4.6924 0.6586 -0.7423
H -3.7797 4.4538 0.1523
H 6.2185 1.8322 0.1911
H 0.6755 2.7172 1.3509
H -4.5623 0.1592 4.4866
H -5.5868 -1.8858 3.5898
H 0.8074 1.2876 3.4071
H -4.3470 0.7439 -4.0478
H 1.2115 -0.3860 3.7102
H 4.9577 2.0874 2.3244
H 3.0123 -0.5554 -1.4136
H -3.3394 0.0610 -1.8058
H -1.8315 5.9635 0.3684
H 2.9035 0.7666 2.6207
H 5.2082 0.6694 -1.6858
H -0.4248 0.1936 3.9252
H -2.6381 -1.9495 0.4934
H -4.5076 -3.0263 1.6147
H 1.6312 -0.9066 -6.7670
H -2.6396 1.2423 3.2714
H 3.7748 -2.3069 1.0554
H -0.3942 -2.8000 1.9864
H 4.2079 -4.5344 1.9536
H 0.2804 5.1375 1.0328
H -3.4894 1.9709 0.5142
H 0.0235 -5.0268 2.9020
H -2.8818 0.8700 -6.0506
H 2.3776 -5.9144 2.8432
```

Results
E_HOMO (alpha / beta) ... -0.384 / -0.389 Eh
ΔE to the lowest compared entry with this formula, charge and spin ... 0.2766 eV
2S+1 ... 5
Gap between HOMO and LUMO (alpha / beta) ... 6.28 / 7.22 eV
<S²> ... 6.11
Charge ... +1

=====

[3]
Molecular formula: C38H48Cl49FN2O5S2
Method: DFT, wB97M-V/def2-TZVPD

Geometry as XYZ:
```
145
C38H48Cl49FN2O5S2 | the Open Molecules 2025 dataset | wB97M-V/def2-TZVPD
Cl -4.4893 1.5482 -4.8728
Cl -5.9573 -3.0801 -3.8967
Cl -0.5173 4.7532 -8.3203
Cl -4.6008 4.0037 -6.4353
Cl 1.1312 -7.4386 -9.1241
Cl -1.8181 -3.4583 -8.7300
Cl 1.9112 -9.5050 -3.5243
Cl -0.6288 7.2088 -9.8828
Cl 7.2921 4.9601 -10.5982
Cl 5.4681 6.8764 -11.8166
Cl -4.4272 -0.8776 -2.7604
Cl -1.3931 -6.2676 5.2058
Cl 0.8891 5.2754 5.8696
Cl -1.6122 9.5234 0.8549
Cl -4.0560 -0.8656 8.5207
Cl -3.2937 -3.2032 -6.2317
Cl -2.5198 10.5271 3.4341
Cl -0.5088 -4.0559 -6.1977
Cl 3.9503 -6.8660 0.0960
Cl -6.9117 -2.1857 -1.0940
Cl 1.4473 -13.8823 -8.5332
Cl 4.7640 7.5863 5.1288
Cl -3.6634 -3.6295 -2.1880
Cl -0.9443 -14.8651 -7.1924
Cl 4.6955 6.6466 2.3727
Cl -3.9769 1.9332 9.3231
Cl -2.0977 2.5310 -6.2136
Cl -1.3141 -7.2049 -10.6892
Cl 0.0872 -7.5887 -4.7427
Cl -8.3872 -1.9306 1.4042
Cl -1.4500 -7.9605 -7.8795
Cl 3.5778 4.1714 4.0996
Cl -2.1529 0.0170 10.5414
Cl 2.4706 8.1944 3.4393
Cl 3.4419 3.4158 6.9093
Cl 1.8743 5.7360 -9.6611
Cl 5.3890 4.0775 -12.6189
Cl -1.6029 -5.6652 2.3638
Cl -0.4547 8.4765 3.3142
Cl -1.6980 6.3471 6.6710
Cl 6.0231 3.9377 5.6647
Cl -1.0558 -12.4096 -8.7549
Cl 1.5586 -7.8488 1.4367
Cl 0.9301 5.2500 -5.1352
Cl -5.6024 -2.7833 1.4383
Cl 1.4471 -5.3933 -0.1257
Cl 0.7928 -4.9118 3.8392
Cl 0.1978 5.4531 8.6935
Cl 0.0082 -10.3876 -5.5450
S 3.9727 0.7234 3.5498
S 0.6603 4.6660 -3.1059
F -1.0798 -2.0165 -3.0820
O 0.7211 5.9961 -2.2893
O -3.0590 1.4005 0.0635
O -0.7736 4.0292 -2.9930
O 0.0840 3.0599 -0.1540
O -2.1173 -2.1274 3.1818
N -0.4485 -4.0593 8.0747
N -2.3060 -0.9042 0.9626
C 1.1352 -0.4224 3.0749
C -0.4158 4.3592 2.0745
C -0.1966 -0.7640 6.1247
C -1.6330 -1.2654 2.2681
C -0.5843 -6.9965 -9.0882
C -0.7686 -1.5913 7.4245
C -2.2277 -1.8918 -0.1798
C 3.4114 2.7500 -0.4129
C -0.1176 -1.7640 -1.9614
C -0.7162 -2.3928 -0.5679
C 4.2247 7.9472 3.4800
C -0.2886 -0.3245 2.2639
C -4.3493 -2.5296 -3.3962
C 1.9203 1.9344 1.6075
C 2.0487 3.4658 -2.7101
C -3.5958 2.9896 -5.3859
C 1.3735 -1.6498 4.1531
C 2.4521 -6.4074 0.9236
C 0.2929 -9.2643 -4.2046
C 1.3736 -1.1222 5.7359
C -0.0508 -13.4237 -7.7055
C -0.6411 0.8698 1.1933
C 3.0284 3.9461 -1.4695
C -0.5041 -6.1087 3.6813
C -1.1362 9.9055 2.5184
C -0.4228 5.1788 7.0567
C -6.8046 -1.7674 0.6245
C 0.3762 6.1946 -8.8335
C 2.2794 0.7469 2.7293
C -0.1588 4.3758 0.4558
C -3.7712 0.2577 9.8612
C -2.1610 0.5688 0.6439
C 0.4525 2.0383 0.8378
C -1.7110 -3.0400 -7.0115
C 5.6738 5.2008 -11.2785
C 4.3076 4.3799 5.7007
C 3.0193 3.1172 1.1711
C -1.0523 -3.1656 6.9764
H -0.2748 0.4191 6.2626
H -0.4965 -3.4496 5.9727
H -1.3928 -1.9975 -6.9299
H 0.0922 -2.2357 0.2635
H 0.8545 -2.3985 -2.2289
H 2.7290 3.3637 -3.6727
H 4.2294 5.4336 5.9803
H -0.8386 5.4393 2.3569
H 2.7779 1.7968 -0.7523
H 0.2106 -12.8455 -6.8156
H -4.5073 0.0543 10.6432
H -1.2183 3.5929 2.4462
H 1.9617 -0.0876 5.8254
H -0.3673 10.6816 2.4869
H -0.4431 -9.4677 -3.4226
H -2.2191 -3.3878 6.9012
H 2.6056 4.8439 -0.8430
H -1.8109 -1.1411 7.7458
H 0.7475 5.1196 0.2659
H 3.8952 0.3709 4.9077
H 0.4961 -2.4552 4.1052
H 4.9377 4.9974 -10.4965
H -0.0739 -1.5092 8.3846
H -0.7860 -3.5696 -0.7401
H -2.8629 -2.8464 0.0846
H 0.2373 -0.6489 -1.8881
H 4.5392 2.4280 -0.5222
H 1.5840 2.3892 -2.5186
H 1.8175 -1.9424 6.4790
H 2.7135 -5.8293 1.8136
H 0.6376 6.7728 -7.9435
H -0.8785 -3.8040 8.9915
H 4.0228 3.0144 1.7819
H 2.5466 4.1921 1.2808
H 0.6237 4.2821 2.6302
H -6.4864 -0.7250 0.7060
H -1.0972 4.9067 -0.0558
H 4.0369 4.2999 -1.9635
H -3.6965 -2.5308 -4.2729
H -3.3344 3.5677 -4.4960
H -0.0534 -7.0755 3.4431
H 2.3611 -2.2308 3.8803
H 4.7102 8.8704 3.1533
H -0.8519 4.1745 7.0149
H -0.6626 -5.9427 -8.8085
H -2.6548 -1.3410 -1.1479
H -0.8645 -1.0153 5.1857
H 0.5755 -3.8215 8.0847
```

Results
E_HOMO ... -0.325 Eh
Gap between HOMO and LUMO ... 7.32 eV